The following is a quantum chemistry calculation of a 5-piece molecular cluster, C37H29ClF4N3OP overall, from OMol25.

CARTESIAN COORDINATES (ANGSTROEM)
O -1.945 -0.719 -1.253
P -3.305 -1.759 -1.231
Cl -2.845 -3.542 -0.184
C -3.607 -2.112 -3.059
C -2.739 -2.963 -3.869
C -1.482 -3.719 -3.321
C -1.250 -5.064 -3.863
C -0.036 -5.770 -3.383
C 0.820 -5.065 -2.400
C 0.384 -3.724 -1.991
N -0.715 -3.039 -2.420
C -3.033 -3.210 -5.342
C -4.199 -2.572 -5.896
C -5.141 -1.692 -5.112
N -6.226 -1.168 -5.801
C -6.959 -0.399 -4.956
C -6.694 -0.173 -3.509
N -5.631 -0.704 -2.860
C -4.824 -1.469 -3.693
H -1.901 -0.385 -2.174
H -1.948 -5.486 -4.622
H 0.184 -6.778 -3.801
H 1.715 -5.606 -2.045
H 1.025 -3.206 -1.228
H -2.351 -3.872 -5.923
H -4.421 -2.782 -6.979
H -7.856 0.119 -5.395
H -7.401 0.479 -2.933
F -0.929 5.852 1.177
C -1.278 4.579 0.912
C -1.630 3.742 1.955
C -1.995 2.429 1.681
C -1.992 1.968 0.369
C -1.632 2.819 -0.669
C -1.277 4.135 -0.398
H -1.618 4.117 2.971
H -2.279 1.766 2.489
H -2.272 0.945 0.157
H -1.626 2.457 -1.691
H -1.002 4.815 -1.195
F 0.201 0.682 3.373
C 1.362 1.194 2.934
C 1.574 1.329 1.573
C 2.774 1.864 1.121
C 3.751 2.247 2.033
C 3.527 2.102 3.397
C 2.324 1.578 3.851
H 0.805 1.018 0.876
H 2.948 1.981 0.057
H 4.689 2.661 1.679
H 4.290 2.397 4.108
H 2.128 1.466 4.911
F 3.332 3.136 7.406
C 2.176 3.824 7.439
C 1.463 3.895 8.622
C 0.272 4.610 8.656
C -0.196 5.235 7.505
C 0.529 5.151 6.322
C 1.725 4.445 6.290
H 1.839 3.395 9.506
H -0.291 4.680 9.579
H -1.127 5.789 7.532
H 0.162 5.634 5.424
H 2.307 4.376 5.378
F 3.004 -4.507 -1.030
C 3.972 -3.832 -1.686
C 5.264 -4.327 -1.675
C 6.263 -3.640 -2.352
C 5.961 -2.460 -3.023
C 4.660 -1.971 -3.023
C 3.657 -2.662 -2.356
H 5.481 -5.243 -1.139
H 7.276 -4.023 -2.356
H 6.742 -1.923 -3.548
H 4.427 -1.049 -3.544
H 2.639 -2.299 -2.354

Its gap between HOMO and LUMO is 0.270 Ha. The LUMO energy comes out at -1.00 eV. As for the total charge: 0. The SMILES is OP(Cl)c1c(-c2ccccn2)ccc2nccnc12.Fc1ccccc1.Fc1ccccc1.Fc1ccccc1.Fc1ccccc1.